{
  "formula": "C38H39N3O6S2",
  "method": "ωB97M-V/def2-TZVPD",
  "elements": ["S", "S", "O", "O", "O", "O", "O", "O", "N", "N", "N", "C", "C", "C", "C", "C", "C", "C", "C", "C", "C", "C", "C", "C", "C", "C", "C", "C", "C", "C", "C", "C", "C", "C", "C", "C", "C", "C", "C", "C", "C", "C", "C", "C", "C", "C", "C", "C", "C", "H", "H", "H", "H", "H", "H", "H", "H", "H", "H", "H", "H", "H", "H", "H", "H", "H", "H", "H", "H", "H", "H", "H", "H", "H", "H", "H", "H", "H", "H", "H", "H", "H", "H", "H", "H", "H", "H", "H"],
  "xyz": [[-0.19718, -2.79550, -1.99475], [-2.16573, -4.51928, -0.56690], [-2.24944, -5.13689, -1.88091], [3.65660, 4.24555, 0.64041], [0.61578, -3.91850, -1.53254], [0.35280, -1.44275, -1.99685], [-3.34508, -4.51098, 0.28260], [-2.61247, -1.94795, -1.04251], [0.45297, 2.79908, 0.49086], [5.73324, 0.83812, -0.43777], [1.41653, 4.81984, 0.79128], [-0.87426, -5.18121, 0.43213], [0.47485, -5.02111, 2.41268], [0.10274, 4.19015, 0.93395], [-0.92375, -4.35844, -4.22935], [6.31441, 2.34376, 3.37257], [-0.33980, -6.43207, 0.13816], [1.70390, 6.20107, 1.10106], [-0.75480, -3.07651, -3.68984], [4.94732, 1.51218, 1.58632], [-0.54443, -4.50409, 1.60353], [-4.43965, 2.14155, 1.28615], [-5.74996, 2.44677, 1.64915], [3.84481, 1.18324, 0.72833], [-6.74844, 1.47017, 1.59449], [-0.88784, -1.96079, -4.52401], [0.66561, -6.94652, 0.96680], [7.46649, 2.12325, 2.59666], [-5.05420, -0.13757, 0.82848], [-0.37870, 4.28935, 2.39543], [7.38996, 1.59420, 1.29688], [-6.37677, 0.17700, 1.18116], [-0.36723, 1.74266, 0.28053], [-4.01654, 0.84996, 0.85758], [-1.21611, -4.52140, -5.59365], [-1.64471, -2.83934, -0.90098], [2.45807, 3.95750, 0.58471], [1.11689, -6.22322, 2.08126], [6.12156, 1.29854, 0.81441], [-1.35294, -3.40124, -6.43232], [-3.87415, -2.29178, -1.81406], [-1.18673, -2.11881, -5.88370], [2.43141, 1.43130, 1.08783], [4.35939, 0.76378, -0.48936], [-2.63469, 0.68803, 0.48381], [1.86369, 2.59905, 0.25711], [5.03783, 2.05260, 2.87683], [-1.70758, 1.73173, 0.63596], [-0.93511, 4.89120, 0.04659], [0.40012, 3.96434, 3.09884], [0.09024, 0.84158, -0.16318], [2.33709, 1.67061, 2.15901], [1.50967, 6.42972, 2.15771], [8.44147, 2.36981, 3.01351], [-0.84966, -5.22116, -3.57068], [-1.88040, 4.34292, -0.00129], [-4.81516, -1.16440, 0.53122], [-1.32798, -1.21721, -6.48570], [1.09092, 6.86987, 0.48750], [-1.36415, -5.53453, -5.97572], [-2.26884, -0.24721, 0.06730], [-1.14845, 5.88908, 0.45792], [6.43018, 2.76314, 4.37610], [2.04707, 2.40798, -0.81751], [-4.48033, -2.97589, -1.22123], [-7.77938, 1.71068, 1.87603], [-4.34254, -1.32555, -1.94796], [6.37592, 0.57933, -1.18114], [-7.16485, -0.58553, 1.15383], [0.76332, -4.47384, 3.31466], [-5.96873, 3.46165, 1.97784], [-0.76253, -0.96822, -4.09063], [-0.63075, 5.33948, 2.61333], [2.76500, 6.36423, 0.88328], [-1.27519, 3.69211, 2.59183], [1.11525, -7.90966, 0.71531], [-0.55062, 5.00074, -0.97447], [4.12699, 2.25812, 3.43961], [-1.08617, -3.59479, 1.87219], [-3.70338, 2.93706, 1.32067], [-2.00947, 2.68418, 1.09357], [-3.54176, -2.78462, -2.73670], [-1.63650, -3.51782, -7.48701], [-0.70162, -6.96373, -0.74395], [3.81432, 0.48526, -1.39021], [8.25487, 1.38740, 0.66966], [1.82819, 0.53189, 0.90996], [1.94928, -6.59268, 2.70026]],
  "atomic_forces_ev_per_a": [[-2.238, -0.741, 1.630], [0.408, 2.290, -0.949], [-0.245, -1.424, 0.735], [-2.110, -0.427, -0.235], [-0.145, 0.884, -0.928], [-0.091, -0.254, -0.041], [-0.023, 0.093, -0.204], [-3.300, 1.731, -0.638], [-1.984, -1.537, -0.396], [0.263, -0.024, 0.122], [0.389, -0.359, -0.042], [-0.034, -0.899, 0.407], [-0.147, 0.078, -0.085], [-0.087, 0.357, 0.308], [0.054, 0.026, -0.204], [-0.564, -0.014, -0.050], [0.274, 0.273, 0.215], [-0.288, 0.349, 0.173], [0.817, 0.095, -0.820], [0.456, 0.077, -0.633], [0.404, -0.296, 0.175], [-0.237, -0.258, -0.041], [0.324, -0.075, -0.069], [0.676, -0.276, -0.557], [0.733, -0.351, -0.191], [-0.130, -0.128, -0.108], [0.108, 0.095, -0.013], [0.086, -0.356, -0.726], [0.497, 0.024, -0.108], [0.202, -0.164, 0.294], [-0.063, 0.110, 0.725], [-0.073, 0.223, 0.112], [1.151, 0.641, 0.156], [-1.925, 0.802, 0.625], [-0.090, 0.423, 0.325], [2.948, -2.118, 0.419], [1.619, 0.327, 0.166], [-0.336, 0.043, -0.233], [-0.427, -0.024, 0.001], [-0.071, 0.114, 0.449], [2.079, -0.081, 0.410], [-0.245, -0.211, 0.246], [-0.340, -0.034, -0.032], [-0.427, 0.523, 0.970], [1.673, 0.982, 0.077], [0.826, -0.117, -0.416], [0.718, -0.022, -0.163], [-1.620, 0.273, 0.376], [0.135, -0.072, -0.444], [-0.150, 0.048, -0.225], [-0.120, 0.470, 0.149], [0.033, -0.048, -0.291], [0.124, -0.051, -0.175], [-0.208, -0.066, -0.090], [0.113, 0.235, -0.276], [0.190, 0.117, 0.038], [-0.001, 0.394, 0.093], [0.102, -0.388, 0.049], [0.136, -0.086, 0.046], [0.077, 0.377, 0.039], [-0.260, -0.287, -0.116], [0.134, -0.342, -0.162], [-0.078, -0.142, -0.369], [-0.054, 0.020, 0.413], [0.046, 0.086, 0.008], [0.446, -0.194, -0.157], [-0.223, 0.023, -0.323], [-0.442, 0.113, 0.398], [0.573, 0.166, -0.082], [-0.053, -0.211, -0.306], [-0.058, -0.241, -0.099], [0.070, -0.264, -0.195], [0.157, -0.390, -0.069], [-0.310, -0.041, 0.086], [0.182, 0.132, -0.104], [-0.104, 0.296, 0.124], [-0.097, -0.025, 0.187], [0.335, -0.038, 0.043], [0.337, -0.228, -0.180], [-0.399, -0.017, 0.066], [-0.056, -0.892, -0.313], [-0.388, 0.274, 0.041], [0.258, 0.021, 0.502], [0.240, 0.136, 0.242], [0.341, -0.071, 0.270], [0.027, 0.213, 0.307], [0.019, 0.193, 0.006], [-0.539, 0.138, -0.363]],
  "lowdin_charge": [0.69, 0.68, -0.34, 0.10, -0.33, -0.37, -0.32, -0.29, 0.05, 0.08, -0.04, -0.32, -0.08, -0.43, -0.06, -0.10, -0.06, -0.01, -0.27, -0.14, -0.06, -0.02, -0.07, -0.19, -0.06, -0.08, -0.08, -0.09, 0.02, 0.01, -0.02, -0.06, 0.04, -0.17, -0.07, -0.54, -0.36, -0.09, -0.20, -0.09, -0.02, -0.09, -0.07, -0.02, 0.10, -0.16, -0.03, -0.05, 0.01, 0.10, 0.15, 0.13, 0.10, 0.10, 0.10, 0.08, 0.11, 0.10, 0.09, 0.10, 0.11, 0.09, 0.10, 0.18, 0.07, 0.11, 0.07, 0.16, 0.11, 0.10, 0.11, 0.10, 0.09, 0.10, 0.08, 0.10, 0.10, 0.10, 0.11, 0.09, 0.05, 0.09, 0.10, 0.12, 0.13, 0.11, 0.12, 0.10],
  "lumo_ev": -2.43
}



{
  "formula": "C38H39N3OP3Y",
  "method": "ωB97M-V/def2-TZVPD",
  "elements": ["Y", "P", "P", "P", "O", "N", "N", "N", "C", "C", "C", "C", "C", "C", "C", "C", "C", "C", "C", "C", "C", "C", "C", "C", "C", "C", "C", "C", "C", "C", "C", "C", "C", "C", "C", "C", "C", "C", "C", "C", "C", "C", "C", "C", "C", "C", "H", "H", "H", "H", "H", "H", "H", "H", "H", "H", "H", "H", "H", "H", "H", "H", "H", "H", "H", "H", "H", "H", "H", "H", "H", "H", "H", "H", "H", "H", "H", "H", "H", "H", "H", "H", "H", "H", "H"],
  "xyz": [[-0.32839, -0.53006, 0.83738], [1.43118, -2.54842, 0.02213], [0.44859, 1.95303, 2.07563], [-1.98484, -0.26338, -1.39872], [-2.15564, -1.68599, 2.36973], [-0.20679, 4.35422, 3.18116], [1.52482, 4.38770, 1.44605], [2.03343, 3.48503, 3.66974], [-1.18438, -3.57778, -3.68115], [2.53022, 4.20759, 2.49722], [0.84149, -3.19925, 2.62090], [-3.55799, -1.01249, -0.85322], [-0.01286, -3.21235, -4.32623], [1.23472, -4.12438, -0.82547], [-2.55226, 1.24916, -3.67117], [-1.24868, -1.43907, -2.56937], [-2.52544, 2.44116, -1.57982], [-2.88888, 2.42129, -4.33377], [-4.80933, -2.14553, 0.88890], [-3.05233, 3.59786, -3.61718], [0.55895, -1.96712, -4.08138], [-0.81926, 3.08466, 2.81307], [1.76085, 2.08470, 3.37584], [-2.38841, -1.38553, 1.19252], [-2.87254, 3.60910, -2.23918], [1.08808, -3.35933, 3.97865], [-5.91105, -2.19073, 0.05419], [-0.05449, -1.08698, -3.20523], [2.35248, -3.09714, 4.48324], [1.16988, 3.12005, 0.82150], [-5.84180, -1.64176, -1.22664], [4.74314, -0.05410, -1.95860], [3.52239, -2.12486, -1.79844], [-3.63159, -1.55926, 0.43265], [1.86410, -2.78592, 1.75906], [4.49970, -1.34350, -2.40470], [3.13297, -2.51262, 2.28269], [3.03745, -0.32309, -0.29118], [0.84722, 4.17727, 4.18393], [0.35218, 5.05149, 2.02231], [3.37266, -2.67279, 3.63702], [2.78397, -1.62509, -0.73147], [4.00830, 0.45917, -0.89527], [-1.80220, -2.69663, -2.79948], [-4.67435, -1.04740, -1.68468], [-2.36862, 1.25144, -2.28836], [-4.63604, -0.60990, -2.67473], [0.44813, 3.63006, 5.03860], [2.55022, -3.22446, 5.53931], [0.29344, -3.68749, 4.63475], [1.47345, -1.67866, -4.58282], [-2.40282, 2.47440, -0.50045], [2.85337, 5.19611, 2.82397], [1.15777, 5.16579, 4.52252], [0.65580, 6.04804, 2.34351], [1.06655, -3.94734, -1.88821], [4.35921, -2.47889, 4.03622], [3.39480, 3.68270, 2.08701], [-6.70776, -1.67024, -1.87495], [1.42106, 1.56587, 4.27452], [4.20274, 1.45944, -0.53044], [-3.00555, 4.52846, -1.68492], [-2.42526, 0.33354, -4.23625], [0.35629, -4.62662, -0.42139], [2.10911, -4.75908, -0.67868], [3.34615, -3.12593, -2.17081], [2.66690, 1.58116, 3.03032], [3.93514, -2.19592, 1.62826], [-3.32264, 4.50816, -4.13556], [-1.25249, 2.60533, 3.69340], [-0.41764, 5.15743, 1.25610], [-3.02489, 2.40966, -5.40663], [0.44802, 3.28641, 0.01727], [0.38944, -0.10909, -3.04238], [0.45325, -3.89450, -5.02543], [2.53086, 0.09615, 0.58142], [-1.63178, -4.54485, -3.86891], [2.05706, 2.66529, 0.37246], [5.07508, -1.75117, -3.22521], [-6.83483, -2.64146, 0.39040], [-1.62901, 3.24551, 2.09788], [-0.15582, -3.42084, 2.24945], [5.50783, 0.54804, -2.43028], [-4.84746, -2.54971, 1.89270], [-2.72430, -2.99377, -2.31678]],
  "atomic_forces_ev_per_a": [[-0.334, -0.694, 0.778], [-0.230, 0.400, -0.160], [-0.103, -0.209, -0.256], [0.246, 0.078, 0.430], [0.581, 0.428, -0.558], [0.013, -0.155, -0.040], [-0.038, -0.146, 0.001], [-0.080, -0.112, -0.071], [-0.024, 0.043, 0.042], [0.022, 0.052, 0.014], [-0.088, 0.057, 0.098], [-0.287, 0.104, -0.416], [0.031, -0.007, -0.022], [0.119, -0.228, 0.054], [0.004, 0.024, -0.035], [-0.103, -0.078, -0.048], [-0.022, 0.125, 0.135], [0.029, -0.059, 0.078], [-0.013, -0.054, 0.115], [-0.015, 0.025, -0.020], [-0.058, -0.034, 0.008], [0.061, 0.145, 0.115], [0.010, 0.153, 0.070], [-0.368, -0.197, -0.068], [0.001, -0.018, -0.106], [0.014, 0.019, -0.036], [-0.010, 0.029, -0.108], [0.083, 0.053, 0.001], [0.054, 0.017, 0.006], [0.062, 0.168, 0.095], [0.010, 0.014, 0.004], [-0.020, 0.022, 0.025], [0.032, -0.007, -0.067], [0.196, 0.158, 0.078], [0.199, -0.029, 0.164], [-0.028, -0.009, 0.014], [0.003, -0.060, -0.053], [0.047, 0.164, 0.078], [0.018, 0.046, 0.014], [0.009, 0.065, 0.012], [-0.069, -0.017, 0.039], [0.129, -0.093, -0.139], [-0.009, -0.062, -0.045], [0.021, -0.059, -0.081], [0.079, -0.014, 0.122], [-0.137, -0.062, -0.398], [-0.027, -0.006, -0.007], [0.000, -0.004, -0.001], [-0.012, -0.003, -0.004], [0.000, -0.007, -0.006], [-0.008, 0.007, -0.008], [0.023, -0.123, 0.000], [0.004, -0.004, 0.002], [-0.003, -0.004, 0.007], [-0.005, -0.001, -0.001], [-0.018, 0.053, 0.020], [0.001, 0.006, -0.010], [-0.004, -0.005, -0.003], [-0.025, -0.021, 0.039], [0.016, 0.036, 0.027], [0.024, 0.000, -0.016], [0.002, -0.007, 0.013], [-0.003, -0.003, 0.009], [0.021, -0.019, 0.017], [-0.007, -0.008, -0.035], [-0.010, -0.005, 0.033], [0.034, 0.050, 0.003], [-0.002, -0.002, -0.006], [0.009, 0.009, 0.023], [0.001, 0.031, 0.019], [0.003, -0.005, -0.004], [-0.012, 0.021, 0.002], [-0.011, 0.029, 0.015], [-0.027, 0.002, 0.028], [0.007, 0.007, 0.007], [-0.072, -0.115, 0.013], [0.009, -0.001, -0.013], [0.015, 0.022, 0.007], [-0.001, 0.010, 0.003], [0.014, -0.007, 0.027], [0.018, 0.048, -0.013], [0.033, -0.003, -0.071], [-0.006, 0.003, 0.005], [-0.015, -0.007, -0.010], [-0.004, 0.039, 0.025]],
  "lowdin_charge": [1.15, 0.92, 0.93, 1.02, -0.03, -0.14, -0.14, -0.14, -0.06, -0.17, -0.13, -0.32, -0.07, -0.21, -0.08, -0.39, -0.11, -0.05, 0.01, -0.05, -0.07, -0.31, -0.31, -0.43, -0.06, -0.05, -0.03, -0.12, -0.05, -0.32, -0.03, -0.05, -0.07, -0.23, -0.41, -0.04, -0.07, -0.14, -0.16, -0.17, -0.05, -0.40, -0.06, -0.07, -0.05, -0.38, 0.12, 0.13, 0.12, 0.12, 0.11, 0.09, 0.14, 0.14, 0.14, 0.03, 0.12, 0.13, 0.12, 0.10, 0.11, 0.11, 0.11, 0.06, 0.07, 0.11, 0.09, 0.11, 0.12, 0.10, 0.13, 0.12, 0.09, 0.11, 0.12, 0.06, 0.12, 0.07, 0.12, 0.12, 0.09, 0.09, 0.12, 0.13, 0.11],
  "lumo_ev": -5.92,
  "charge": 2
}